3 unconnected molecules or ions with the total composition C12H27B3Br4O5 at a distorted geometry, computed with ωB97M-V with the def2-TZVPD basis set.

Geometry as ORCA input:
```
! RIJCOSX wB97M-V def2-TZVPD def2/J DEFGRID3
* xyz 0 1
C -6.64 -0.32 2.43
C -5.13 -0.02 1.82
O -5.03 -0.34 0.38
C -3.88 -1.22 0.09
C -4.34 -2.79 -0.21
B -3.00 -3.71 0.12
O -2.34 -4.59 -0.87
B -0.88 -4.24 -0.78
O -0.16 -4.00 0.49
B -1.00 -3.31 1.49
C -0.51 -2.18 2.58
C 0.94 -1.49 2.25
C 1.01 -0.66 0.83
C 1.78 -1.51 -0.38
O 0.89 -1.37 -1.58
O -2.46 -3.66 1.49
H -6.53 -0.99 3.40
H -7.27 -0.86 1.59
H -7.14 0.70 2.75
H -4.90 1.12 1.99
H -4.38 -0.62 2.50
H -3.40 -0.84 -0.93
H -3.02 -1.16 0.88
H -4.58 -2.88 -1.35
H -5.18 -3.16 0.51
H -0.32 -4.22 -1.84
H -0.39 -2.74 3.62
H -1.34 -1.36 2.67
H 1.13 -0.68 3.11
H 1.84 -2.25 2.36
H -0.01 -0.19 0.49
H 1.73 0.27 1.04
H 1.98 -2.63 -0.09
H 2.84 -1.02 -0.63
H 0.90 -0.36 -1.75
Br 2.63 0.99 -3.22
C 2.37 2.92 -3.07
C 2.31 3.36 -1.63
Br 0.58 2.93 -0.84
H 1.47 3.16 -3.64
H 3.24 3.36 -3.57
H 2.40 4.44 -1.55
H 3.07 2.89 -1.00
Br 5.48 4.76 0.54
C 6.14 3.82 -1.04
C 6.77 4.77 -2.02
Br 5.41 5.75 -3.02
H 5.30 3.26 -1.45
H 6.89 3.12 -0.65
H 7.34 4.23 -2.78
H 7.42 5.52 -1.55
*
```

The calculation puts the HOMO-LUMO gap at 9.84 eV. The SMILES is CCOCCB1OBOB(CCCCO)O1.BrCCBr.BrCCBr. The total energy is -11220.31642 Ha.

Electronic structure analysis, Mulliken charges in units of e: C -0.885; C -0.056; O -0.409; C -0.070; C -0.392; B 0.500; O -0.466; B 0.292; O -0.387; B 0.336; C -0.436; C -0.710; C -0.100; C -0.290; O -0.474; O -0.159; H 0.250; H 0.259; H 0.252; H 0.283; H 0.085; H 0.226; H -0.019; H 0.144; H 0.234; H -0.073; H 0.283; H 0.166; H 0.339; H 0.257; H 0.140; H 0.187; H 0.240; H 0.231; H 0.200; Br -0.146; C -0.474; C -0.471; Br -0.154; H 0.460; H 0.235; H 0.356; H 0.207; Br -0.103; C -0.370; C -0.578; Br -0.155; H 0.101; H 0.378; H 0.342; H 0.397